Density functional theory data (ωB97M-V/def2-TZVPD) for a cluster of 2 separate species, C3H3FO2 in total at a distorted geometry.

Energy above the lowest of the compared OMol25 structures with the same formula, charge and spin (kJ/mol): 366.2
Total energy (Eh): -366.308612
Frontier orbital gap (eV): 10.7
Molecular weight (g/mol): 90.1
Strongest force on any atom (eV/A): 3.22

Bonds (Å) are listed after each position.
Geometry (Å):
1 C 0.53 2.16 -0.23  O4 1.172, F6 1.314, H9 1.093
2 C -0.36 -2.10 0.04  C3 1.498, O5 1.438, H7 1.068, H8 1.029
3 C -1.29 -0.96 0.32  C2 1.498, O5 1.233
4 O 0.32 2.84 -1.16  C1 1.172
5 O -0.08 -0.75 0.43  C2 1.438, C3 1.233
6 F -0.28 2.13 0.81  C1 1.314
7 H -0.31 -2.73 0.90  C2 1.068
8 H -0.01 -2.22 -0.92  C2 1.029
9 H 1.48 1.63 -0.19  C1 1.093

Atom charges from the Löwdin analysis, given in e for atoms 1 to 5: C -0.377; C -0.110; C 0.007; O 0.126; O -0.038


Density functional theory data (ωB97M-V/def2-TZVPD) for a cluster of 2 separate species, C3H3FO2 in total at a distorted geometry.

Energy above the lowest of the compared OMol25 structures with the same formula, charge and spin (kJ/mol): 202.3
Total energy (Eh): -366.371039
Frontier orbital gap (eV): 10.7
Molecular weight (g/mol): 90.1
Strongest force on any atom (eV/A): 4.38
SMILES string: O=C(O)F.C#C

Bonds (Å) are listed after each position.
Geometry (Å):
1 O -0.17 1.04 2.21  C2 1.160
2 C -0.34 -0.10 2.35  O1 1.160, O3 1.266, F4 1.395
3 O 0.29 -1.12 1.92  C2 1.266, H5 0.991
4 F -1.29 -0.47 3.29  C2 1.395
5 H 0.15 -1.95 2.45  O3 0.991
6 C 0.83 0.54 -0.45  C7 1.188, H8 1.077
7 C 1.36 1.55 -0.77  C6 1.188, H9 1.084
8 H 0.00 -0.02 -0.06  C6 1.077
9 H 2.13 2.23 -1.13  C7 1.084

Atom charges from the Löwdin analysis, given in e for atoms 1 to 5: O 0.200; C -0.661; O 0.177; F 0.062; H 0.181


Density functional theory data (ωB97M-V/def2-TZVPD) for a cluster of 2 separate species, C3H3FP2 in total at a distorted geometry.

Energy above the lowest of the compared OMol25 structures with the same formula, charge and spin (kJ/mol): 282.7
Total energy (Eh): -898.504790
Frontier orbital gap (eV): 8.1
Molecular weight (g/mol): 120.0
Strongest force on any atom (eV/A): 3.66

Bonds (Å) are listed after each position.
Geometry (Å):
1 C 2.40 1.22 0.43  C2 1.248, H7 1.076
2 C 1.81 0.93 1.49  C1 1.248, F4 1.340
3 C -0.77 -0.54 -0.67  P5 1.833, P6 1.857, H8 1.105, H9 1.076
4 F 1.74 0.65 2.80  C2 1.340
5 P -1.65 1.03 -0.32  C3 1.833, P6 2.000
6 P -1.30 -0.33 1.10  C3 1.857, P5 2.000
7 H 2.39 1.41 -0.63  C1 1.076
8 H -1.32 -1.19 -1.37  C3 1.105
9 H 0.20 -0.27 -1.04  C3 1.076

Atom charges from the Löwdin analysis, given in e for atoms 1 to 5: C 0.094; C -0.226; C -0.859; F 0.040; P 0.470